(1)
Density functional theory data (the ωB97M-V functional and the def2-TZVPD basis) for a molecular structure, C28H77AgN8O10.

The geometry in XYZ format:
```
124
Properties=species:S:1:pos:R:3
Ag -18.34 -12.77 1.17
N -19.64 -9.54 0.18
O -19.30 -10.68 0.49
O -20.77 -9.27 -0.28
O -18.89 -8.64 0.48
C -17.95 -5.93 2.62
C -18.76 -6.51 3.75
C -19.21 -5.36 4.72
O -18.04 -4.67 5.23
C -18.29 -3.59 6.12
N -19.95 -7.19 3.25
H -16.99 -5.46 2.81
H -18.53 -5.21 2.03
H -17.71 -6.77 1.97
H -18.08 -7.17 4.29
H -19.87 -5.79 5.47
H -19.90 -4.69 4.21
H -18.70 -4.05 7.02
H -19.04 -2.91 5.72
H -17.44 -2.96 6.35
H -20.50 -6.59 2.66
H -19.78 -7.99 2.66
C -24.85 -9.94 -1.53
C -24.74 -9.95 0.01
C -25.95 -10.57 0.71
O -27.21 -9.96 0.47
C -28.31 -10.52 1.14
N -23.61 -10.74 0.44
H -25.57 -9.20 -1.87
H -25.23 -10.89 -1.92
H -23.88 -9.92 -2.03
H -24.64 -8.91 0.32
H -25.78 -10.52 1.79
H -25.98 -11.61 0.36
H -28.19 -10.58 2.22
H -28.47 -11.51 0.71
H -29.18 -9.91 0.92
H -23.73 -11.67 0.07
H -22.81 -10.41 -0.08
C -15.43 -12.93 -2.31
C -16.28 -13.28 -1.05
C -15.46 -13.99 0.02
O -16.16 -14.08 1.25
C -15.27 -14.52 2.33
N -16.80 -12.04 -0.52
H -14.57 -12.33 -2.00
H -16.10 -12.42 -3.00
H -15.11 -13.86 -2.78
H -17.05 -13.93 -1.45
H -14.61 -13.37 0.28
H -15.05 -14.97 -0.22
H -15.83 -14.76 3.23
H -14.47 -13.83 2.61
H -14.78 -15.47 2.09
H -16.06 -11.45 -0.17
H -17.18 -11.51 -1.29
C -17.32 -10.56 4.88
C -17.98 -11.43 3.85
C -19.53 -11.34 3.82
O -19.98 -12.24 2.84
C -21.38 -12.01 2.74
N -17.35 -11.18 2.56
H -17.66 -10.63 5.92
H -17.58 -9.53 4.64
H -16.24 -10.59 4.79
H -17.73 -12.45 4.15
H -19.83 -10.31 3.63
H -19.88 -11.58 4.82
H -21.97 -12.64 2.08
H -21.64 -11.02 2.37
H -21.89 -12.11 3.70
H -16.35 -11.13 2.68
H -17.64 -10.25 2.31
C -25.75 -6.37 -4.78
C -25.50 -5.84 -3.35
C -24.00 -5.77 -3.03
O -23.43 -7.07 -3.23
C -22.21 -7.23 -2.58
N -26.13 -4.57 -3.22
H -26.79 -6.69 -4.90
H -25.20 -7.28 -5.00
H -25.47 -5.57 -5.47
H -25.93 -6.63 -2.73
H -24.01 -5.45 -1.99
H -23.44 -4.94 -3.46
H -22.35 -7.46 -1.53
H -21.54 -6.38 -2.74
H -21.61 -8.05 -2.99
H -25.91 -4.24 -2.29
H -27.13 -4.66 -3.30
C -20.62 -11.89 -2.39
C -20.97 -12.67 -1.13
C -22.14 -13.69 -1.18
O -23.31 -12.95 -1.49
C -24.36 -13.70 -2.05
N -19.74 -13.39 -0.75
H -20.46 -12.63 -3.17
H -19.73 -11.27 -2.28
H -21.48 -11.28 -2.65
H -21.26 -11.95 -0.37
H -22.19 -14.17 -0.20
H -22.00 -14.44 -1.96
H -24.52 -14.56 -1.40
H -24.10 -14.13 -3.02
H -25.28 -13.13 -2.00
H -19.23 -13.59 -1.60
H -20.13 -14.28 -0.46
C -14.59 -8.49 -1.56
C -16.05 -8.33 -1.06
C -16.41 -6.82 -0.99
O -16.33 -6.03 -2.12
C -16.97 -4.76 -2.03
N -16.96 -9.17 -1.91
H -13.98 -7.93 -0.85
H -14.36 -8.01 -2.52
H -14.15 -9.48 -1.60
H -16.04 -8.70 -0.04
H -15.86 -6.43 -0.14
H -17.48 -6.75 -0.78
H -16.80 -4.22 -1.09
H -18.05 -4.88 -2.08
H -16.75 -4.22 -2.95
H -17.81 -8.98 -1.40
H -17.11 -8.70 -2.79
```

Its lowest unoccupied orbital energy (alpha / beta) is -2.735 / -6.592 eV. The calculation puts the HOMO-LUMO gap (alpha / beta) at 7.659 / 3.802 eV. Its charge is +1. Its expectation value of S² is 0.755. The energy above the lowest of the compared OMol25 structures with the same formula, charge and spin is 35.20 kcal/mol. Its spin multiplicity is 2.

(2)
Density functional theory data (the ωB97M-V functional and the def2-TZVPD basis) for 12 unconnected molecules or ions with the total composition C28H77BrClN2O21P2S.

The geometry in XYZ format:
```
133
Properties=species:S:1:pos:R:3
C 6.31 1.61 -1.17
C 5.60 0.42 -0.59
O 5.91 -0.07 0.47
O 4.61 -0.06 -1.35
C 4.89 -1.45 -1.67
C 4.13 -1.90 -2.90
C 2.96 -2.85 -2.61
C 1.54 -2.25 -2.40
C 1.40 -0.73 -2.46
P -0.13 0.09 -1.71
S -1.49 -1.72 -2.15
N 0.70 1.68 -1.37
C 1.73 1.82 -0.35
C 1.05 2.48 -2.48
C 2.29 2.19 -3.30
O 0.41 3.47 -2.77
P 0.26 -0.79 0.40
O 1.67 -1.18 0.64
O -0.35 0.13 1.59
O -0.67 -2.09 0.58
O -0.65 0.75 -3.22
C -1.94 1.25 -3.21
C -2.04 2.47 -4.15
C -3.40 2.52 -4.77
O -4.30 3.23 -4.50
Br -3.65 1.18 -6.19
C -2.39 1.49 -1.72
Cl -4.16 0.79 -1.68
C -2.60 2.96 -1.35
C -3.08 3.34 0.05
O -4.51 3.40 0.11
C -2.48 2.54 1.22
N -3.26 1.36 1.57
O -1.57 0.81 -0.93
H 5.72 2.51 -1.02
H 7.27 1.71 -0.70
H 6.44 1.45 -2.24
H 4.66 -2.05 -0.80
H 5.95 -1.53 -1.86
H 3.84 -1.05 -3.50
H 4.86 -2.45 -3.49
H 2.92 -3.57 -3.43
H 3.24 -3.43 -1.73
H 1.14 -2.66 -1.48
H 0.92 -2.66 -3.19
H 2.27 -0.22 -2.07
H 1.33 -0.44 -3.51
H -1.43 -1.71 -3.49
H 2.50 1.05 -0.30
H 2.25 2.76 -0.51
H 1.28 1.93 0.63
H 2.68 3.13 -3.68
H 1.96 1.61 -4.16
H 3.04 1.60 -2.78
H 0.38 0.43 2.15
H -1.38 -1.91 1.21
H -2.65 0.53 -3.62
H -1.32 2.32 -4.95
H -1.85 3.41 -3.66
H -3.32 3.36 -2.05
H -1.68 3.51 -1.52
H -2.73 4.37 0.20
H -4.71 3.95 0.88
H -1.47 2.25 0.96
H -2.39 3.24 2.06
H -2.72 0.81 2.22
H -4.10 1.66 2.05
C 4.45 1.84 2.44
O 3.85 2.64 1.44
H 4.20 0.81 2.22
H 5.54 1.95 2.43
H 4.07 2.10 3.43
H 4.06 3.56 1.62
C -7.12 4.47 -2.53
O -6.28 5.29 -3.34
H -7.66 5.13 -1.85
H -7.85 3.94 -3.16
H -6.55 3.75 -1.95
H -5.82 4.71 -3.95
C 8.69 -2.46 -3.46
O 7.71 -1.54 -3.92
H 8.19 -3.16 -2.79
H 9.14 -3.02 -4.28
H 9.48 -1.95 -2.90
H 8.14 -0.91 -4.51
C 6.94 -2.52 3.34
O 5.76 -1.83 2.96
H 6.64 -3.34 3.99
H 7.45 -2.93 2.47
H 7.62 -1.86 3.89
H 6.00 -1.09 2.38
C 3.89 -2.43 5.66
O 5.12 -1.92 6.16
H 3.20 -2.51 6.50
H 3.46 -1.76 4.91
H 4.04 -3.42 5.22
H 5.72 -1.85 5.41
C -7.40 0.88 -4.32
O -6.70 -0.24 -3.79
H -8.31 0.53 -4.79
H -7.68 1.59 -3.53
H -6.79 1.41 -5.06
H -5.92 0.13 -3.37
C -10.09 7.10 -4.15
O -9.39 6.57 -3.03
H -11.11 7.29 -3.84
H -9.64 8.04 -4.49
H -10.10 6.40 -4.99
H -8.48 6.40 -3.31
C 1.91 -5.82 6.37
O 3.07 -6.40 6.98
H 1.26 -6.63 6.05
H 1.38 -5.20 7.08
H 2.20 -5.22 5.50
H 3.64 -5.67 7.25
C 2.90 -7.12 10.13
O 3.09 -6.81 11.51
H 2.00 -6.62 9.79
H 3.74 -6.77 9.53
H 2.79 -8.20 9.98
H 3.89 -7.25 11.81
C -1.00 -6.98 8.53
O -1.01 -6.46 7.21
H -0.12 -7.60 8.62
H -0.96 -6.19 9.27
H -1.89 -7.60 8.72
H -1.79 -5.91 7.11
C -10.17 3.79 -5.14
O -10.19 2.74 -4.18
H -9.87 3.35 -6.09
H -11.15 4.25 -5.25
H -9.44 4.57 -4.86
H -10.44 3.12 -3.33
```

Its lowest unoccupied orbital energy is 1.764 eV. The calculation puts the HOMO-LUMO gap at 6.856 eV. Its charge is -1.